Entry 1:
30
Properties=species:S:1:pos:R:3:mulliken_charge:R:1 method="wB97M-V/def2-TZVPD" smiles=Cc1ccccc1.Cc1ccccc1 gap_ha=0.360 de_lowest_kcal_mol=12.5 energy_ha=-543.0529 charge=0
C -2.82678 -0.90806 -0.60823 -1.322
C -2.62478 1.94285 1.88103 -0.298
C -1.24525 2.10111 1.97253 -0.746
C -3.18357 0.98081 1.05102 -0.581
C -2.32541 0.11848 0.37638 0.490
C -0.40568 1.17531 1.37807 -0.123
C -0.95201 0.13013 0.64270 -0.029
H -3.24978 2.52899 2.54583 0.364
H -0.90618 2.89135 2.62572 0.342
H -4.26008 0.88371 1.02662 0.393
H 0.66560 1.23522 1.47471 0.308
H -2.00427 -1.55157 -0.93978 0.315
H -3.14332 -0.43496 -1.53903 0.284
H -0.37380 -0.64160 0.15824 0.237
H -3.62995 -1.56615 -0.28668 0.362
C 1.05278 0.44477 -2.80092 -1.593
C 2.02615 -2.36021 -0.40147 -0.377
C 2.67110 -1.67102 0.61220 -0.440
C 1.52266 -1.68968 -1.51773 -0.444
C 1.61198 -0.30620 -1.60901 0.777
C 2.80077 -0.28925 0.50728 -0.440
C 2.37325 0.35377 -0.64389 -0.479
H 1.87602 -3.43582 -0.38410 0.369
H 3.05264 -2.22836 1.44955 0.397
H 1.12454 -2.32611 -2.29532 0.384
H 3.12222 0.25016 1.38749 0.403
H 0.18001 -0.14478 -3.07029 0.365
H 1.68649 0.44061 -3.68899 0.345
H 2.68887 1.36086 -0.89015 0.360
H 0.76643 1.45064 -2.50642 0.381

=====

Entry 2:
11
Properties=species:S:1:pos:R:3:mulliken_charge:R:1 method="wB97M-V/def2-TZVPD" gap_ha=0.239 de_lowest_kcal_mol=32.6 energy_ha=-1026.0858 charge=-1
C 0.51960 0.76780 0.52392 -0.743
S 2.32234 0.86857 0.07893 -0.053
S 3.45952 1.02584 1.92292 -0.257
H -0.16413 1.53475 0.07789 0.303
H 0.34726 -0.25854 0.32357 0.307
H 0.39783 0.83865 1.58152 0.303
H 2.77834 0.09306 2.63598 0.136
O -3.39552 -0.42992 -2.09305 -0.677
C -2.37738 -1.20857 -1.81015 -0.016
O -1.18945 -0.98278 -1.39464 -0.584
H -2.69839 -2.24888 -1.84688 0.282

=====

Entry 3:
84
Properties=species:S:1:pos:R:3:mulliken_charge:R:1 method="wB97M-V/def2-TZVPD" smiles="CCOS(C)(=O)=O.O=S1(=O)OCCO1.O=S1(=O)OCCO1.O=S1(=O)OCCO1.c1ccccc1.c1ccccc1.c1ccccc1" gap_ha=0.346 de_lowest_kcal_mol=79.5 energy_ha=-3772.7485 charge=0
C -33.19277 2.13314 -11.60563 -0.025
C -32.24009 2.22316 -12.86463 -0.377
O -33.11843 2.47399 -13.93602 -0.348
S -34.68520 1.98773 -13.64401 1.028
O -34.99596 0.74827 -14.36885 -0.583
O -35.54018 3.09866 -13.74598 -0.452
O -34.37600 1.49416 -12.11121 -0.260
H -33.54299 3.12922 -11.33496 0.056
H -32.71042 1.52286 -10.84210 0.344
H -31.69259 1.28748 -12.97788 0.327
H -31.40726 2.92635 -12.86942 0.326
C -39.21546 10.65766 -8.53263 0.000
C -40.43941 10.13981 -7.83289 -0.109
O -40.95165 11.25333 -7.17068 -0.472
S -40.78891 12.73055 -8.10866 1.018
O -40.25471 13.80995 -7.21357 -0.510
O -41.96127 12.91216 -9.02230 -0.506
O -39.55880 12.02298 -8.96205 -0.325
H -39.07013 10.11154 -9.46470 0.042
H -38.28042 10.62464 -7.97344 0.325
H -40.34398 9.32750 -7.11237 0.330
H -41.22545 9.77189 -8.49234 0.195
C -38.92099 5.73647 -12.04207 -0.037
C -37.52991 5.15211 -11.67446 0.163
O -37.12175 5.70230 -10.47039 -0.195
S -38.39062 6.22699 -9.54658 0.919
O -38.05055 7.47711 -8.85799 -0.558
O -38.93466 5.10248 -8.82750 -0.568
O -39.22481 6.61108 -10.95128 0.066
H -39.75073 5.04333 -12.18056 -0.214
H -38.90008 6.38142 -12.92053 0.199
H -36.85917 5.43218 -12.48672 0.173
H -37.51531 4.07956 -11.48078 0.051
O -33.38855 5.69780 -11.83936 -0.496
S -33.67167 7.13434 -12.03928 1.209
O -35.01526 7.68468 -11.99411 -0.586
O -32.74931 7.94824 -10.99640 -0.361
C -32.94497 7.54870 -9.64987 -0.095
C -32.01841 8.26537 -8.58802 -1.266
C -32.82348 7.72824 -13.65664 -1.036
H -33.04574 6.47399 -9.49833 0.275
H -33.89304 8.04472 -9.44198 0.252
H -32.18917 9.33485 -8.46484 0.330
H -30.96730 8.08136 -8.81028 0.338
H -32.21101 7.90770 -7.57655 0.369
H -31.76987 7.79060 -13.38437 0.334
H -33.33256 8.63189 -13.99181 0.339
H -32.98715 6.92319 -14.37303 0.371
C -42.84657 5.86322 -10.26236 -0.093
C -42.08895 4.78885 -9.89685 -0.320
C -41.73123 3.86044 -10.77388 -0.366
C -42.08409 3.97811 -12.12228 -0.748
C -42.99334 4.95673 -12.47625 -0.162
C -43.47796 5.86555 -11.54732 -0.813
H -43.10580 6.54697 -9.46757 0.451
H -41.75646 4.72291 -8.87142 0.400
H -41.09194 3.01284 -10.57568 0.345
H -41.83260 3.27484 -12.90239 0.480
H -43.39843 4.99665 -13.47662 0.414
H -44.34866 6.46794 -11.76038 0.420
C -40.10917 9.09465 -13.42112 0.010
C -41.23848 8.75249 -12.74320 -0.274
C -41.78316 9.63430 -11.77418 -0.248
C -41.25877 10.91775 -11.73724 -0.714
C -40.03623 11.27205 -12.38832 -0.251
C -39.51078 10.34258 -13.28407 -0.982
H -39.94464 8.21137 -14.02041 0.467
H -41.70605 7.78761 -12.87283 0.254
H -42.69166 9.27625 -11.31284 0.457
H -41.72808 11.61532 -11.05936 0.472
H -39.61380 12.25983 -12.49908 0.433
H -38.63758 10.69106 -13.81557 0.378
C -34.41917 0.90732 -8.12576 -0.301
C -35.29395 1.01679 -9.20083 -0.922
C -35.66127 2.35213 -9.47275 0.335
C -35.25545 3.45087 -8.81932 0.027
C -34.26028 3.33395 -7.85444 -0.614
C -33.93261 2.02602 -7.47746 -0.578
H -34.11396 -0.06979 -7.78153 0.381
H -35.66654 0.13766 -9.70549 0.442
H -36.35353 2.58598 -10.26804 0.012
H -35.65005 4.41292 -9.11116 0.381
H -33.85151 4.22659 -7.40443 0.474
H -33.22081 1.80303 -6.69643 0.349

=====

Entry 4:
16
Properties=species:S:1:pos:R:3:mulliken_charge:R:1 method="wB97M-V/def2-TZVPD" gap_ha=0.288 de_lowest_kcal_mol=32.9 energy_ha=-814.4912 charge=+1
C 0.80974 0.34509 1.11862 -0.573
C 0.77056 1.43259 0.28100 -0.213
C -0.87231 0.67618 -1.39506 -0.151
C 0.76668 -0.95054 0.66955 0.932
N -1.14613 -0.49474 -1.03271 -0.320
N 0.06019 1.54967 -0.84082 -0.108
O 0.31978 -1.97003 1.38950 -0.437
O 1.05879 -1.21267 -0.54576 -0.377
S -2.34009 -1.39461 -1.78027 -0.083
H 0.86939 0.51026 2.22970 0.300
H 1.11814 2.41330 0.69555 0.358
H -1.44846 1.16135 -2.10203 0.475
H 0.29118 2.32623 -1.45332 0.287
H 0.30285 -1.64775 2.32879 0.350
H 0.73488 -2.12891 -0.81717 0.404
H -2.55438 -2.18629 -0.75573 0.156

=====

Entry 5:
12
Properties=species:S:1:pos:R:3:mulliken_charge:R:1 method="wB97M-V/def2-TZVPD" gap_ha=0.374 de_lowest_kcal_mol=108.4 energy_ha=-302.5203 charge=0
N 1.57714 0.53505 0.46136 -0.630
C 0.16620 0.66234 0.22635 0.183
C -0.23445 0.03774 -1.13195 -0.588
O -0.47652 -1.29160 -0.71563 -0.700
C -0.74758 -0.35019 0.89257 0.317
N -1.74919 -0.84983 1.32097 -0.569
H 1.82416 0.74481 1.42256 0.243
H 1.86940 -0.41702 0.25761 0.265
H -0.16690 1.68257 0.44356 0.360
H -1.11399 0.53374 -1.56917 0.278
H 0.60605 0.10346 -1.83270 0.354
H -1.55431 -1.39107 0.22447 0.486